Entry 1:
Here is an isolated molecule of C20H23Cl2N5O4S2 from the Open Molecules 2025 dataset. Energies are from the ωB97M-V functional and the def2-TZVPD basis.

- frontier orbital gap (Eh) = 0.3087
- energy above the lowest of the compared OMol25 structures with the same formula, charge and spin (kcal/mol) = 2.19
- multiplicity = 1
- LUMO (hartree) = 0.0116
- SMILES = CSCC[C@H](NC(=O)c1ccc(Cl)cc1Cl)C(=O)NNC(=O)c1csc(N2CCOCC2)n1

Last column: Löwdin charge in e.
Element x y z (Å)
1 C -2.07135 5.80916 0.26095  -0.395
2 H -2.83557 6.28778 0.86414  0.028
3 H -1.84350 6.42317 -0.60560  0.037
4 H -2.40707 4.82057 -0.03821  0.031
5 S -0.59633 5.68157 1.31055  0.801
6 C 0.65287 5.19858 0.07048  -0.482
7 C 0.38948 3.84038 -0.56258  -0.207
8 H 1.19293 3.60584 -1.26565  0.126
9 H -0.53831 3.86302 -1.13547  0.114
10 C 0.27897 2.72412 0.46870  -0.244
11 N 1.55916 2.48808 1.10614  0.112
12 C 1.66605 1.92220 2.32036  -0.447
13 O 0.69957 1.54891 2.96562  0.067
14 C 3.05291 1.82790 2.87503  -0.143
15 C 3.21423 2.14714 4.22167  -0.001
16 C 4.44696 2.08080 4.83878  -0.086
17 C 5.54706 1.66648 4.10167  -0.668
18 C 5.41409 1.31288 2.76796  -0.128
19 C 4.17032 1.39704 2.16263  -0.578
20 Cl 4.05222 0.89014 0.50895  0.746
21 H 6.26864 0.97137 2.20600  0.105
22 Cl 7.09670 1.57235 4.84535  0.698
23 H 4.55713 2.33996 5.87924  0.109
24 H 2.33965 2.45035 4.77642  0.127
25 H 2.38693 2.69826 0.56993  0.101
26 C -0.24636 1.43566 -0.19689  -0.418
27 O -0.32080 1.27902 -1.39335  0.095
28 N -0.57684 0.49067 0.71319  0.092
29 N -1.25427 -0.65242 0.32320  0.086
30 C -2.56274 -0.56793 -0.06746  -0.431
31 O -3.25774 0.40465 0.12749  0.090
32 C -3.02816 -1.81760 -0.69969  -0.302
33 C -4.30235 -2.03339 -1.12140  -0.331
34 S -4.45140 -3.59307 -1.83766  1.059
35 C -2.72503 -3.84564 -1.50208  -0.571
36 N -2.15164 -2.84357 -0.92450  0.094
37 N -2.12631 -5.02429 -1.76241  -0.123
38 C -2.68159 -5.96573 -2.71043  -0.147
39 H -3.76500 -5.85756 -2.75793  0.087
40 H -2.43382 -6.97419 -2.36463  0.133
41 C -2.04993 -5.73084 -4.08994  -0.183
42 H -2.37438 -6.49113 -4.80144  0.129
43 O -0.64574 -5.82699 -4.02164  -0.128
44 C -0.10589 -4.88968 -3.11599  -0.179
45 H 0.97364 -5.04471 -3.12569  0.128
46 C -0.67720 -5.09559 -1.70801  -0.119
47 H -0.31312 -4.33131 -1.02405  0.115
48 H -0.40406 -6.08902 -1.34035  0.131
49 H -0.33180 -3.86592 -3.45111  0.132
50 H -2.34365 -4.73571 -4.45892  0.130
51 H -5.13970 -1.37155 -1.05088  0.077
52 H -0.71279 -1.42408 -0.05087  0.135
53 H -0.53460 0.70442 1.71050  0.129
54 H -0.42869 3.00850 1.25874  0.127
55 H 0.68504 5.97898 -0.69048  0.076
56 H 1.59316 5.20196 0.62162  0.066

Cartesian forces (eV/Å) of the 6 atoms listed first:
0.5 -0.2 0.2
-0.1 0.0 0.0
-0.1 0.1 -0.1
-0.1 0.0 -0.1
0.1 0.2 -0.1
-0.5 0.1 0.3

---

Entry 2:
Here is a structure of composition C20H23Cl3FGeNO3PtS3 from the Open Molecules 2025 dataset. Energies are from the ωB97M-V functional and the def2-TZVPD basis.

- expectation value of S² = 8.80
- net charge = +3
- frontier orbital gap (alpha / beta) (Eh) = 0.2537 / 0.2279
- energy above the lowest of the compared OMol25 structures with the same formula, charge and spin (kcal/mol) = 6.94
- multiplicity = 6
- LUMO (alpha / beta) (hartree) = -0.3354 / -0.4462

Last column: Löwdin charge in e.
Element x y z (Å)
1 Pt 0.12546 0.27111 0.71778  0.785
2 C 0.85472 2.53431 2.95436  -0.459
3 C 0.42223 3.48237 1.84763  -0.428
4 S 0.45096 2.70454 0.20228  0.936
5 C -1.11913 3.20686 -0.53723  -0.448
6 C -2.34416 2.75345 0.23700  -0.434
7 S -2.32061 0.96398 0.52752  0.882
8 C -2.75428 0.83837 2.28547  -0.467
9 C -1.78815 1.51253 3.24663  -0.420
10 S -0.05289 0.96640 3.04458  0.893
11 H 0.77296 3.02849 3.92405  0.114
12 H 1.89395 2.22556 2.83217  0.082
13 H 1.11559 4.32427 1.81007  0.109
14 H -0.56952 3.89475 2.01868  0.081
15 H -1.09230 2.77468 -1.53929  0.103
16 H -1.11321 4.29248 -0.65219  0.117
17 H -3.23849 2.95882 -0.35567  0.114
18 H -2.45695 3.27143 1.18653  0.083
19 H -2.82688 -0.23301 2.46718  0.056
20 H -3.75682 1.25533 2.40373  0.118
21 H -2.06986 1.25674 4.26926  0.110
22 H -1.81332 2.59743 3.16933  0.080
23 C 6.54769 -3.47027 -1.93075  0.004
24 C 6.29176 -3.36886 -0.43290  -0.268
25 C 7.52555 -3.15136 0.42076  -0.107
26 C 8.17098 -1.80858 0.11516  -0.093
27 C 7.17118 -0.69816 0.15537  -0.051
28 C 7.56724 0.61412 0.26617  0.110
29 C 6.61036 1.61607 0.36680  -0.183
30 F 6.98701 2.85934 0.46963  0.195
31 C 5.22237 1.35364 0.39018  0.145
32 C 4.79048 0.06087 0.25262  -0.017
33 C 3.35492 -0.25232 0.25108  -0.239
34 O 2.52820 0.58382 0.65490  -0.066
35 C 3.01845 -1.58345 -0.20552  0.010
36 C 4.00315 -2.50180 -0.36149  0.100
37 N 5.33337 -2.23214 -0.18228  0.074
38 C 5.75287 -0.98448 0.08025  -0.026
39 C 1.61383 -1.97410 -0.53985  -0.626
40 O 1.29665 -3.15892 -0.56650  -0.022
41 O 0.79423 -1.01785 -0.81766  -0.249
42 H 7.26116 -4.27279 -2.11326  0.112
43 H 6.95744 -2.54659 -2.33831  0.096
44 H 5.63576 -3.70897 -2.47629  0.095
45 H 5.76017 -4.25532 -0.08448  0.160
46 H 8.22320 -3.96643 0.23362  0.145
47 H 7.25339 -3.20124 1.47752  0.140
48 H 8.65545 -1.80381 -0.86726  0.151
49 H 8.96224 -1.58490 0.83352  0.149
50 H 8.61633 0.87914 0.30080  0.164
51 H 4.52661 2.17344 0.49879  0.151
52 H 3.76500 -3.51854 -0.64859  0.168
53 Cl -1.86124 -4.89450 0.02456  0.230
54 Ge -1.13366 -3.13116 -0.87096  0.210
55 Cl -2.70070 -1.90982 -1.69739  0.152
56 Cl -1.04568 -1.85399 1.28437  0.176

Cartesian forces (eV/Å) of the 6 atoms listed first:
0.0 0.5 -0.4
0.0 0.0 0.0
0.0 0.1 0.0
0.0 -0.1 0.1
0.0 0.0 0.0
0.0 0.0 0.0

---

Entry 3:
Here is a structure of composition C20H23Cl4CsNO2S4 from the Open Molecules 2025 dataset. Energies are from the ωB97M-V functional and the def2-TZVPD basis.

- net charge = -1
- frontier orbital gap (Eh) = 0.1716
- energy above the lowest of the compared OMol25 structures with the same formula, charge and spin (kcal/mol) = 27.12
- multiplicity = 1
- LUMO (hartree) = 0.0549

Last column: Löwdin charge in e.
Element x y z (Å)
1 Cs 0.12049 0.73173 0.24872  1.306
2 C -1.20148 -4.09777 -1.44959  -0.550
3 C -2.43701 -3.27262 -1.08032  -0.544
4 S -2.32759 -1.52719 -1.49796  0.847
5 C -2.75486 -1.60294 -3.23776  -0.532
6 C -2.33147 -0.33547 -3.98781  -0.533
7 S -0.62314 0.19150 -3.75586  0.846
8 C 0.24649 -1.34934 -4.06286  -0.560
9 C 1.72702 -1.18730 -3.72184  -0.550
10 S 2.06549 -0.97164 -1.96416  0.784
11 C 2.60674 -2.62480 -1.48667  -0.542
12 C 1.57520 -3.74330 -1.64874  -0.539
13 S 0.21735 -3.57924 -0.47140  0.891
14 H -0.96454 -3.96376 -2.50770  0.055
15 H -1.41174 -5.15796 -1.29684  0.073
16 H -2.60475 -3.31959 -0.00210  0.073
17 H -3.32952 -3.70598 -1.53916  0.081
18 H -3.83526 -1.72019 -3.35927  0.082
19 H -2.28286 -2.47733 -3.69316  0.066
20 H -2.93668 0.51103 -3.65711  0.047
21 H -2.54422 -0.47869 -5.05038  0.078
22 H 0.13011 -1.64836 -5.10899  0.087
23 H -0.17494 -2.12725 -3.42427  0.028
24 H 2.13576 -0.31881 -4.24159  0.066
25 H 2.28669 -2.05108 -4.08730  0.080
26 H 2.89976 -2.51748 -0.43873  0.079
27 H 3.51805 -2.89401 -2.02793  0.076
28 H 2.08280 -4.70186 -1.52650  0.073
29 H 1.16207 -3.72794 -2.66031  0.057
30 Cl 0.15641 4.10805 6.20308  0.592
31 C 0.52432 2.89395 5.01207  -0.735
32 C 1.76549 2.29242 4.97374  -0.733
33 Cl 2.99153 2.73424 6.12724  0.593
34 C 2.03762 1.32496 3.99302  -0.614
35 Cl 3.60303 0.55157 3.92585  0.622
36 C 1.09674 0.91894 3.02804  -0.509
37 O 1.36088 0.03278 2.11833  -0.519
38 C -0.22266 1.55102 3.07779  -0.480
39 O -1.13890 1.21372 2.20869  -0.546
40 C -0.44468 2.51938 4.06728  -0.610
41 Cl -2.03288 3.25099 4.08108  0.631
42 N -3.62054 0.75699 0.91673  0.121
43 C -3.80505 1.48283 -0.23899  -0.351
44 C -4.68889 1.05246 -1.23846  -0.077
45 C -4.88561 1.81096 -2.38409  -0.135
46 C -4.19537 3.00273 -2.58498  -0.131
47 C -3.31432 3.42822 -1.59151  -0.097
48 C -3.12130 2.69331 -0.43197  -0.042
49 H -3.76663 -0.23418 0.83397  0.068
50 H -2.82313 1.02582 1.49887  0.038
51 H -5.23010 0.12418 -1.09575  0.102
52 H -5.58789 1.45712 -3.13232  0.097
53 H -4.34631 3.58846 -3.48309  0.088
54 H -2.76328 4.35363 -1.71915  0.099
55 H -2.43353 3.03350 0.33602  0.106

Cartesian forces (eV/Å) of the 6 atoms listed first:
-0.3 0.4 -4.6
-0.2 0.0 -0.2
0.0 -0.3 0.1
0.0 0.1 0.3
0.0 0.1 -0.4
-0.3 -0.1 0.0

---

Entry 4:
Here is a structure of composition C20H23ClGeI2N2O3PdS from the Open Molecules 2025 dataset. Energies are from the ωB97M-V functional and the def2-TZVPD basis.

- expectation value of S² = 0.84
- net charge = -1
- frontier orbital gap (alpha / beta) (Eh) = 0.2308 / 0.2430
- energy above the lowest of the compared OMol25 structures with the same formula, charge and spin (kcal/mol) = 87.03
- multiplicity = 2
- LUMO (alpha / beta) (hartree) = 0.0799 / 0.0799

Last column: Löwdin charge in e.
Element x y z (Å)
1 Pd 0.15699 0.51085 0.33982  0.829
2 I -7.26294 -1.19211 2.26855  0.768
3 C -5.19476 -0.87451 2.24702  -0.768
4 C -4.33219 -1.89249 2.63205  -0.257
5 C -2.97206 -1.66754 2.59750  -0.638
6 I -1.66232 -3.20100 3.13970  0.874
7 C -2.37991 -0.44331 2.16108  -0.485
8 O -1.11855 -0.31093 2.07692  -0.192
9 C -3.31935 0.57842 1.80099  -0.169
10 C -2.80632 1.91643 1.34186  -0.163
11 N -2.10069 1.81235 0.06935  -0.096
12 C -2.77697 1.10830 -0.99859  -0.161
13 C -2.54638 -0.38865 -0.94104  -0.257
14 C -3.59879 -1.27374 -1.12834  -0.027
15 C -3.35704 -2.63474 -1.07322  -0.058
16 C -2.06567 -3.07580 -0.84223  -0.063
17 C -1.06471 -2.13621 -0.66398  -0.111
18 N -1.29936 -0.82271 -0.71686  0.045
19 C -4.68392 0.35161 1.84946  -0.150
20 H -4.71574 -2.85208 2.95119  0.072
21 H -2.09001 2.30972 2.06898  0.118
22 H -3.65590 2.61397 1.28376  0.111
23 H -1.72599 2.69638 -0.23949  0.101
24 H -2.37284 1.47222 -1.94723  0.122
25 H -3.86128 1.28732 -1.01307  0.117
26 H -4.60056 -0.88811 -1.26614  0.113
27 H -4.17171 -3.33955 -1.18387  0.108
28 H -1.82995 -4.12769 -0.76384  0.104
29 H -0.04363 -2.41914 -0.43675  0.079
30 H -5.35887 1.14952 1.55961  0.092
31 S 2.22032 1.76134 -1.98207  0.705
32 C 0.93731 1.41001 -1.20658  -0.714
33 Cl 2.70281 -3.83480 -0.27023  0.518
34 C 3.51124 -2.52361 0.64682  -0.485
35 C 2.76033 -1.18203 0.68203  -0.718
36 O 3.46867 -0.20304 0.93146  -0.038
37 O 1.51548 -1.23606 0.48931  -0.143
38 H 4.49248 -2.37372 0.20888  0.065
39 H 3.62294 -2.87609 1.66993  0.073
40 C 3.56128 1.74121 3.49691  -0.223
41 Ge 2.71510 2.60899 1.95516  0.694
42 C 4.09995 2.88706 0.60618  -0.260
43 C 2.16864 4.41232 2.55888  -0.242
44 C 1.04833 1.71880 1.56957  -0.297
45 H 4.34567 2.37888 3.91104  0.009
46 H 3.99084 0.79464 3.17242  0.003
47 H 2.82281 1.54495 4.27558  0.014
48 H 4.93145 3.40260 1.09302  0.013
49 H 3.75211 3.50591 -0.22021  -0.017
50 H 4.44170 1.92431 0.22969  -0.007
51 H 3.01390 4.94468 3.00104  0.006
52 H 1.37669 4.33885 3.30598  0.007
53 H 1.79090 4.99741 1.71848  0.005
54 H 0.51997 1.48674 2.50365  -0.022

Cartesian forces (eV/Å) of the 6 atoms listed first:
0.2 0.0 -0.7
0.0 0.0 0.0
0.0 0.0 0.0
0.0 0.0 0.0
0.0 0.0 0.0
0.0 0.0 0.0

---

Across the entries above, DFT total energy takes the values -3067.47279; -5926.68675; -4434.87845; -4769.68285 Eh, respectively.